Entry from OMol25: a single C5H6O molecule at a distorted geometry (ωB97M-V/def2-TZVPD).

Its largest force on an atom is 3.07 eV Å⁻¹. As for the SMILES: C=C=C(C)C=O. The calculation puts the orbital gap at 9.9167 eV. Its HOMO energy is -9.34 eV. The calculated total energy comes out at -269.23957 Ha.

Cartesian coordinates (Å):
C1 1.82107 -1.07906 0.08964
C2 0.55533 -0.85343 0.24459
C3 -0.27933 0.12933 0.03995
C4 -1.73146 -0.03730 0.03567
C5 0.38266 1.40558 -0.11389
O1 1.59993 1.49822 -0.10422
H1 2.54334 -1.41639 0.79880
H2 1.76085 -1.66151 -0.83287
H3 -2.24368 0.69951 -0.57285
H4 -2.18277 0.01659 1.02142
H5 -1.99590 -1.01228 -0.36171
H6 -0.23005 2.31077 -0.24451

Entry from OMol25: 2 unconnected molecules or ions with the total composition C5H11IO at a distorted geometry (ωB97M-V/def2-TZVPD).

Its largest force on an atom is 5.18 eV Å⁻¹. The calculation puts the orbital gap (spin up / spin down) at 7.3201 / 8.2016 eV. Its HOMO energy (spin up / spin down) is -7.43 / -7.71 eV. The calculated total energy comes out at -569.85426 Ha.

Cartesian coordinates (Å):
C1 -1.33153 -0.68066 1.98330
C2 0.66031 -1.48857 0.71231
C3 0.97071 1.78993 -2.55587
C4 -0.79672 -1.02904 0.66069
C5 0.17640 1.22186 -0.33444
O1 1.10675 1.02411 -1.31748
I1 0.96816 2.22256 1.42558
H1 -1.25695 -1.58895 2.56746
H2 -2.31276 -0.13787 1.84202
H3 -0.75716 0.25127 2.32955
H4 1.27717 -0.94937 1.36148
H5 1.02141 -1.36347 -0.26767
H6 0.88599 -2.56355 0.86441
H7 -0.02610 1.86262 -2.72647
H8 1.65707 1.39408 -3.35524
H9 1.41399 2.79588 -2.24159
H10 -1.24567 -1.18279 -0.31851
H11 -0.72542 1.70377 -0.87192

Entry from OMol25: a molecular structure, C30H22BrF5N5O2SSeTi (ωB97M-V/def2-TZVPD).

The multiplicity is 2. Its largest force on an atom is 0.59 eV Å⁻¹. The calculation puts the orbital gap (spin up / spin down) at 6.9888 / 7.3689 eV. Its HOMO energy (spin up / spin down) is -7.07 / -7.44 eV. The calculated total energy comes out at -8303.24370 Ha.

Cartesian coordinates (Å):
Ti1 -0.20048 0.35521 0.42167
O1 -2.04979 0.27000 0.75403
C1 -2.86107 -0.77810 0.82775
C2 -4.15405 -0.68014 0.30138
C3 -5.01347 -1.75923 0.35729
C4 -4.62025 -2.95735 0.95376
C5 -3.35622 -3.05486 1.49587
C6 -2.45380 -1.98729 1.42717
C7 -1.14649 -2.11770 2.04394
N1 -0.17811 -1.32946 1.76506
N2 0.97545 -1.47386 2.53499
C8 1.68936 -0.39826 2.39381
O2 1.36399 0.60607 1.62689
C9 2.95060 -0.27189 3.16568
C10 3.68093 -1.39763 3.53040
C11 4.87535 -1.25533 4.21974
C12 5.33599 0.00895 4.56476
C13 4.59665 1.13242 4.22003
C14 3.41093 0.99311 3.51432
H1 -4.45853 0.26558 -0.12996
H2 -6.00936 -1.66693 -0.05815
H3 -5.30308 -3.79438 1.00199
H4 -3.03934 -3.97183 1.97973
H5 -0.98714 -2.89020 2.79411
H6 3.30330 -2.37685 3.26642
H7 5.44629 -2.13269 4.49637
H8 6.26483 0.11625 5.11048
H9 4.94251 2.11850 4.50351
H10 2.82471 1.85946 3.23705
C15 -3.34348 -0.18921 -4.04418
C16 -2.28436 -0.90683 -3.26003
C17 -1.80539 -2.15591 -3.63153
C18 -0.84420 -2.78340 -2.86516
C19 -0.37219 -2.13038 -1.73876
Br1 0.86331 -3.07481 -0.66473
N3 -0.78955 -0.92776 -1.36712
C20 -1.73902 -0.34444 -2.11790
H11 -3.98271 -0.89859 -4.56889
H12 -2.89912 0.47361 -4.78939
H13 -3.96997 0.41628 -3.38995
H14 -2.19885 -2.64872 -4.51276
H15 -0.46790 -3.76410 -3.11321
H16 -2.08498 0.62008 -1.76781
C21 3.63110 2.55205 0.06704
N4 4.03839 1.15691 0.06080
C22 5.15811 0.64108 0.68855
C23 5.14387 -0.69376 0.51018
N5 4.00522 -0.97074 -0.22042
C24 3.32580 0.16164 -0.50294
S1 1.91506 0.28382 -1.43675
H17 4.51521 3.17994 -0.02132
H18 3.09601 2.77375 0.98863
H19 2.95651 2.71873 -0.76917
H20 5.85153 1.26847 1.21782
H21 5.82172 -1.45605 0.84594
H22 3.68394 -1.86770 -0.54269
F1 -4.86818 3.15694 -3.90474
C25 -3.84979 3.14263 -3.04104
C26 -4.08545 3.17943 -1.67915
F2 -5.34254 3.24515 -1.22698
C27 -3.02003 3.14653 -0.79299
F3 -3.31597 3.20758 0.50467
C28 -1.70052 3.05996 -1.22103
Se1 -0.24060 2.96019 0.00402
C29 -1.50033 3.02957 -2.59665
F4 -0.26860 2.92485 -3.10278
C30 -2.54757 3.07062 -3.50058
F5 -2.31419 3.01103 -4.81712

Entry from OMol25: a single C2H7Cl2N2P molecule at a distorted geometry (ωB97M-V/def2-TZVPD).

Its largest force on an atom is 4.72 eV Å⁻¹. As for the SMILES: CN=P(Cl)(Cl)NC. The calculation puts the orbital gap at 9.5331 eV. Its HOMO energy is -8.92 eV. The calculated total energy comes out at -1451.67794 Ha.

Cartesian coordinates (Å):
C1 0.26553 -1.73343 -1.81423
N1 0.13407 -0.30277 -1.78983
P1 -0.71823 0.58028 -0.79528
Cl1 -2.66244 0.23792 -0.42273
Cl2 -0.59244 2.37137 -1.65505
N2 -0.11842 0.86990 0.72598
C2 -0.79091 1.66514 1.79688
H1 -0.61695 -2.23301 -1.40272
H2 0.37346 -2.04666 -2.85368
H3 1.16711 -2.00660 -1.27276
H4 0.39158 0.00301 1.02388
H5 -0.11422 2.02378 2.45923
H6 -1.28365 2.51384 1.19107
H7 -1.46452 0.98465 2.32209

Entry from OMol25: a gas-phase ion, CBrFNO2 (charge -1) at a distorted geometry (ωB97M-V/def2-TZVPD).

Its largest force on an atom is 2.92 eV Å⁻¹. As for the SMILES: O=C([O-])N(F)Br. The calculation puts the orbital gap (spin up / spin down) at 8.1429 / 8.1421 eV. Its HOMO energy (spin up / spin down) is -5.19 / -5.19 eV. The calculated total energy comes out at -2917.19740 Ha. The net charge is -1.

Cartesian coordinates (Å):
O1 -1.79775 0.14372 0.07347
C1 -0.74391 -0.48501 0.03522
O2 -0.42142 -1.64739 0.13730
N1 0.32239 0.46969 -0.39261
F1 0.25533 1.70852 0.19812
Br1 2.38535 -0.18953 -0.05151

Entry from OMol25: a single C22H25N3O4S molecule at a distorted geometry (ωB97M-V/def2-TZVPD).

Its largest force on an atom is 1.10 eV Å⁻¹. As for the SMILES: CCn1cc(C(=O)NCCc2ccccc2)c(=O)c2cc(S(=O)(=O)N(C)C)ccc21. The calculation puts the orbital gap at 8.5872 eV. Its HOMO energy is -8.72 eV. The calculated total energy comes out at -1716.78962 Ha.

Cartesian coordinates (Å):
C1 -1.49958 -5.03974 0.41568
C2 -0.29334 -4.15918 0.70603
N1 -0.44466 -2.76420 0.30652
C3 -1.64740 -2.24132 -0.00245
C4 -1.85489 -0.98888 -0.49280
C5 -3.27806 -0.53232 -0.59267
O1 -4.18744 -1.20693 -0.13612
N2 -3.43628 0.66525 -1.18715
C6 -4.57996 1.50293 -0.91551
C7 -4.47878 2.12927 0.49661
C8 -3.04837 2.47342 0.81280
C9 -2.28981 1.63262 1.61836
C10 -0.94516 1.88024 1.83236
C11 -0.33656 2.97469 1.24274
C12 -1.08747 3.82491 0.44880
C13 -2.43149 3.57580 0.23482
C14 -0.72870 -0.11883 -0.75208
O2 -0.76924 0.94390 -1.36929
C15 0.52924 -0.62133 -0.18198
C16 1.61166 0.25743 -0.11126
C17 2.80346 -0.15426 0.42609
S1 4.18415 0.99034 0.51024
O3 3.67824 2.29927 0.78860
O4 5.17609 0.42756 1.37764
N3 4.82627 1.01143 -1.03038
C18 5.41502 -0.23678 -1.44169
C19 4.02738 1.68502 -2.02261
C20 2.95379 -1.45479 0.88879
C21 1.89637 -2.33548 0.84009
C22 0.65578 -1.93294 0.31675
H1 -1.22567 -6.07184 0.62087
H2 -2.34739 -4.78909 1.04716
H3 -1.79517 -4.96630 -0.62793
H4 -0.06981 -4.19709 1.77875
H5 0.56654 -4.56102 0.16021
H6 -2.52036 -2.85667 0.15290
H7 -2.57396 1.14934 -1.43318
H8 -5.48442 0.89475 -0.98416
H9 -4.60726 2.28131 -1.67991
H10 -5.11312 3.01598 0.53864
H11 -4.84347 1.40420 1.22528
H12 -2.75700 0.76864 2.07190
H13 -0.36560 1.21074 2.45324
H14 0.71710 3.15704 1.39660
H15 -0.62020 4.68132 -0.01465
H16 -3.00822 4.23852 -0.39526
H17 1.47185 1.26934 -0.45729
H18 6.12462 -0.05328 -2.24865
H19 4.66188 -0.95831 -1.78643
H20 5.94424 -0.64289 -0.58345
H21 3.59527 2.56246 -1.54890
H22 4.66855 1.99983 -2.84654
H23 3.22669 1.04637 -2.41697
H24 3.90253 -1.74324 1.31283
H25 2.03216 -3.32721 1.23806

Entry from OMol25: a molecular structure, C28H40N4O2PbS at a distorted geometry (ωB97M-V/def2-TZVPD).

Its largest force on an atom is 3.18 eV Å⁻¹. The calculation puts the orbital gap at 8.6891 eV. Its HOMO energy is -14.26 eV. The calculated total energy comes out at -2050.99644 Ha. The net charge is +2.

Cartesian coordinates (Å):
Pb1 0.95590 0.23902 -0.25158
C1 4.02068 -1.49337 -0.81061
C2 3.63748 -1.43301 -2.24202
N1 2.59533 -0.41809 -2.38620
C3 1.69338 -0.74102 -3.49233
C4 0.93736 -2.01995 -3.21202
S1 0.27876 -2.34423 -1.56687
C5 1.44684 -3.51017 -0.76096
C6 2.33457 -2.92222 0.36467
N2 2.87719 -1.58217 0.15033
H1 4.81760 -2.28385 -0.64528
H2 4.50853 -0.56870 -0.58626
H3 4.54598 -1.15908 -2.76174
H4 3.28193 -2.31877 -2.70662
H5 3.00111 0.58474 -2.56524
H6 1.01126 0.09232 -3.65793
H7 2.14769 -0.85450 -4.50653
H8 0.03713 -1.98503 -3.81318
H9 1.39906 -2.98573 -3.52784
H10 0.95621 -4.34207 -0.24950
H11 2.04394 -3.94351 -1.51983
H12 1.64300 -2.80687 1.19227
H13 3.09003 -3.62410 0.53511
H14 3.25900 -1.34984 1.05145
C7 2.72654 1.05883 2.91004
C8 2.19372 2.47320 3.02176
C9 1.08330 2.58918 4.07475
C10 1.75224 2.94509 1.65644
C11 0.44946 3.10563 1.26928
C12 0.05033 3.38572 -0.04621
C13 0.99212 3.45127 -1.06660
C14 0.58441 3.81387 -2.51413
C15 2.35243 3.31760 -0.69528
C16 2.68480 2.95344 0.59611
H15 2.82078 0.68093 3.93480
H16 3.70687 1.02346 2.51555
H17 1.95310 0.45686 2.35940
H18 2.98222 3.03938 3.43125
H19 0.36532 1.81126 3.82824
H20 0.64134 3.61461 4.02095
H21 1.48785 2.44193 5.08574
H22 -0.37830 2.91813 1.99868
H23 -1.02809 3.56260 -0.23384
H24 1.13258 3.24660 -3.28557
H25 0.90698 4.82276 -2.72081
H26 -0.51804 3.75886 -2.63623
H27 3.07232 3.41310 -1.51779
H28 3.71387 2.70866 0.89045
O1 -5.17827 -1.90839 3.50651
C17 -3.88321 -2.20959 3.99484
C18 -2.86097 -1.67884 3.04129
C19 -1.51293 -1.63533 3.46726
C20 -0.56465 -1.15635 2.58182
N3 -0.89095 -0.66876 1.35363
C21 -2.19658 -0.67838 1.00130
C22 -3.18815 -1.21385 1.78453
C23 -2.50375 -0.17804 -0.35779
C24 -3.72796 -0.37322 -0.95784
C25 -3.93908 0.00646 -2.26556
C26 -5.32473 -0.28084 -2.95971
O2 -5.94328 -1.31007 -2.24785
C27 -2.88323 0.67023 -2.91512
C28 -1.70392 0.87370 -2.25534
N4 -1.48119 0.34233 -1.04142
H29 -5.83685 -2.32369 4.04833
H30 -3.81655 -3.30019 4.14073
H31 -3.60698 -1.75814 4.99204
H32 -1.17061 -2.01579 4.47671
H33 0.50283 -1.14697 2.75744
H34 -4.21319 -1.20319 1.45552
H35 -4.51575 -0.85695 -0.40234
H36 -5.18654 -0.46023 -4.05173
H37 -5.83483 0.66736 -2.91429
H38 -6.89628 -1.28662 -2.38841
H39 -3.00542 0.97987 -3.93359
H40 -0.88506 1.28072 -2.81925

Entry from OMol25: a molecular structure, C38H28Br2FIrN7O4 (ωB97M-V/def2-TZVPD).

The multiplicity is 2. Its largest force on an atom is 0.58 eV Å⁻¹. The calculation puts the orbital gap (spin up / spin down) at 6.3806 / 5.9529 eV. Its HOMO energy (spin up / spin down) is -12.74 / -12.84 eV. The calculated total energy comes out at -7500.94185 Ha. The net charge is +2.

Cartesian coordinates (Å):
Ir1 -0.86017 0.42416 -0.69624
N1 -2.41477 1.11516 3.06850
C1 -1.89457 0.51038 2.02165
N2 -2.40962 0.57189 0.79712
C2 -3.58969 1.21293 0.63714
N3 -4.16214 1.24847 -0.58640
N4 -1.76035 1.67081 -1.96119
C3 -1.01578 1.99719 -2.93346
C4 0.31975 1.40102 -3.08131
C5 1.19653 1.59669 -4.13361
C6 2.39832 0.90856 -4.14290
C7 2.68695 0.03510 -3.10358
C8 1.77121 -0.11975 -2.08098
N5 0.62096 0.55939 -2.06946
C9 -4.19595 1.90721 1.73366
C10 -5.41368 2.61175 1.62531
C11 -5.92245 3.27077 2.71311
C12 -5.25147 3.23645 3.94594
C13 -4.07958 2.53376 4.09687
C14 -3.56241 1.87346 2.98593
H1 -1.91689 1.06127 3.94876
H2 -0.97470 -0.04414 2.14572
H3 -1.34602 2.72358 -3.67781
H4 0.92786 2.27721 -4.92967
H5 3.09818 1.04145 -4.95673
H6 3.60650 -0.53172 -3.08257
H7 1.93075 -0.81054 -1.26681
H8 -5.94433 2.62763 0.68475
H9 -6.85209 3.81590 2.63095
H10 -5.67133 3.76146 4.79318
H11 -3.56549 2.49398 5.04826
C15 -4.85776 0.13997 -1.23209
C16 -4.13201 -0.73501 -2.22793
C17 -4.90786 -1.27864 -3.26692
C18 -4.35324 -2.18015 -4.13392
C19 -3.02028 -2.57476 -3.92926
C20 -2.32881 -3.55068 -4.72428
Br1 -3.17532 -4.32976 -6.19067
C21 -1.03212 -3.94584 -4.42842
C22 -0.36665 -3.40981 -3.34604
Br2 1.36206 -3.95871 -2.92064
C23 -0.98028 -2.41509 -2.50374
O1 -0.42904 -1.94161 -1.50714
C24 -2.34057 -1.98206 -2.85886
N6 -2.86926 -1.05803 -2.04474
H12 -5.69743 0.59633 -1.75489
H13 -4.55871 2.14934 -0.79976
H14 -5.30212 -0.51924 -0.47943
H15 -5.94025 -0.97572 -3.38062
H16 -4.92945 -2.59595 -4.94851
H17 -0.54627 -4.68668 -5.04793
C25 5.89583 1.58601 1.80296
C26 5.01312 1.06014 2.92633
C27 5.67148 -0.01175 3.78150
C28 5.95024 -1.25776 2.95442
C29 4.68882 -1.72815 2.28331
C30 4.52232 -3.04398 1.91867
C31 3.34479 -3.47141 1.30488
F1 3.25057 -4.75740 0.95398
C32 2.30060 -2.62628 1.06242
C33 2.44326 -1.28003 1.43079
C34 1.35881 -0.35615 1.15681
O2 0.27201 -0.82130 0.68276
C35 1.58202 1.00273 1.46227
C36 2.76134 1.36195 2.08098
N7 3.74765 0.51748 2.35416
C37 3.63277 -0.82645 2.02372
C38 0.57099 2.09628 1.26979
O3 0.54461 3.02296 2.05551
O4 -0.24445 2.05547 0.24672
H18 6.84130 1.94149 2.21169
H19 5.41608 2.41809 1.28731
H20 6.10943 0.81091 1.06646
H21 4.70369 1.88622 3.56698
H22 5.01415 -0.25939 4.61799
H23 6.59169 0.39320 4.20103
H24 6.35262 -2.05614 3.57700
H25 6.70918 -1.04698 2.19667
H26 5.30543 -3.76811 2.10568
H27 1.38729 -2.96386 0.59267
H28 2.91418 2.39282 2.37621

Values of ΔE to the lowest compared entry with this formula, charge and spin, in order: 66.94, 60.28, 2.25, 0.00, 7.99, 22.79, 13.45, 41.91, all in kcal per mole.